Molecular formula: C34H99N3O25
Method: DFT, ωB97M-V/def2-TZVPD

```
161
C34H99N3O25 | the Open Molecules 2025 dataset | ωB97M-V/def2-TZVPD
H 3.4695 -0.9841 -0.7028
H 9.2045 2.3849 6.5427
O 4.3264 6.8518 1.1463
C -9.9557 -0.9790 0.4783
H 1.3363 -4.0080 -11.7759
H -8.9653 0.5380 1.0649
H -4.8239 6.9201 2.2261
H -5.3249 -3.4626 -4.1008
H 1.7458 5.9550 2.1627
H 1.8894 7.7494 0.8455
H 7.5783 2.1963 7.3453
H 5.3785 -5.4530 8.2692
H -2.2505 -2.7149 -2.4761
H -6.2671 5.6978 1.2867
H 3.6180 2.6696 -0.0677
H 1.9322 4.1113 -5.4267
H 4.5393 -5.4338 9.8352
H -0.3495 4.7207 -6.3785
O 4.4138 -9.1811 0.2500
H -5.3264 5.8819 3.7188
O -1.0602 2.5532 6.8285
O 1.6238 7.9698 1.7412
O -5.0386 -2.2514 -5.7193
C 0.1410 -3.9732 -9.9392
C 3.2966 -4.5871 8.3011
H 1.0019 3.0690 8.2086
H -0.3100 -0.9542 -10.4288
C -5.5960 6.5488 2.8999
H -0.7905 1.4657 -0.3753
O -6.6830 8.7271 2.7120
H 0.6798 4.8779 -4.4943
H 0.9324 -3.5404 -7.9743
C 2.1005 6.9009 2.5718
C 8.1213 2.4149 6.4257
H -2.9597 -6.5213 6.0800
H -0.6069 1.6489 1.3913
H -1.9529 2.3268 7.0994
H -7.1557 3.4247 -6.6968
H 8.5376 4.1366 5.6389
N -0.0140 -5.3616 -9.7501
O -5.9166 3.5489 -3.5779
H 1.8482 -8.6091 -0.4467
H -4.9295 -7.1558 8.2669
C 1.2186 2.1969 7.5916
H -4.1222 -4.8397 3.0286
C -3.3814 -2.4374 -4.0670
H 5.2109 7.2211 1.2002
H 3.0094 6.1471 -4.7164
H 2.4506 1.6353 8.9740
H 3.6342 -2.8519 7.6110
O 0.5369 5.0207 -6.5925
H 10.2892 1.9232 -5.9901
O 0.4056 -0.0353 0.6543
H -11.9839 -0.2530 1.2329
H -5.4390 4.3438 -3.8264
H -0.8000 -5.6276 -10.3260
H 1.7043 2.5945 6.7005
H -9.4802 -0.9780 -0.5026
C -0.1485 1.5544 7.2139
C 2.8477 -0.2730 -1.2465
O -4.4236 -5.4429 7.0830
H -9.8838 -2.0495 0.6705
H 2.8139 -5.5394 8.0815
H 4.1671 -9.4847 -0.6267
H -0.4409 0.9608 8.0800
H 1.2598 -7.9088 2.1629
C 1.6878 0.5271 0.8828
H -5.3855 8.1566 4.1867
C 7.5647 1.6234 5.2413
N -1.8389 -4.7533 4.5518
C 0.3669 -3.6287 -11.4529
O 8.4738 2.1259 -5.2432
H -0.4405 -0.5676 -12.1341
H 6.5815 1.9452 4.8982
H -3.6743 -1.6770 -3.3431
H -7.7771 3.9339 -4.4684
H 1.9784 -0.7991 -1.6412
C 9.8071 1.9891 -5.0147
H 1.2959 -2.3365 -9.1415
H -1.5594 0.2901 0.6700
C 10.1188 0.6480 -4.2088
C -3.1748 -5.5002 6.3950
C -3.2169 -4.7222 5.0417
H 1.6996 1.4622 -1.0413
N 3.7003 1.6836 -0.2703
H -2.3119 -5.1361 6.9527
H 1.3119 8.0710 -5.0474
H -3.4601 -3.6840 5.2681
H 2.3434 6.8127 -6.1879
C -6.9228 3.2767 -4.6309
H 3.8979 8.0408 2.7314
H -0.8106 -3.5204 -9.6607
C -0.5324 -1.3761 -11.4089
C -11.3882 -0.3590 0.3262
H -5.9400 9.1225 2.2502
H -0.0499 0.8509 6.3872
H -5.0805 -5.7721 9.1135
H -0.4354 -5.5292 -8.8476
H -12.0321 -0.9499 -0.3252
H 7.7324 1.8440 3.3026
H -1.4556 -1.9511 -11.4813
H 1.6016 -7.1059 0.2790
C 3.7302 7.0124 2.4114
H -4.1149 -3.9953 -5.3510
O 0.6043 -2.2150 -11.5926
H -11.2480 1.5105 0.4638
H -5.1924 -5.2529 4.3304
H 2.7181 -4.0086 9.0214
C -4.1499 -5.3005 4.0160
O 7.8814 3.8157 6.2619
H -7.0537 7.4689 4.3068
H -0.4015 -4.0451 -12.1043
C 2.1565 -8.0325 0.4254
H 9.1394 0.1058 -5.5543
H 4.0594 -7.4122 1.3095
C 2.4355 0.9440 -0.4265
C -6.2297 7.7317 3.6436
H 10.2115 2.8425 -4.4705
H -5.3727 2.0437 -6.2056
H 4.1170 -7.3688 -0.4253
H 2.2151 -3.8236 -9.2024
O -6.6335 5.8241 2.1650
H 9.4680 0.6282 -3.3347
C -4.4753 -6.1653 8.2966
C 4.7274 -4.8706 8.9212
O 1.3231 7.2531 -4.5449
H -1.1582 -4.4437 5.2306
O 5.3977 -3.6442 9.2758
H 3.3117 0.1730 -2.1262
C 1.2207 -3.4169 -9.0182
H 8.3349 2.5146 -6.1099
H 1.9180 6.8511 3.6453
O 1.5621 -8.6126 1.5841
H -1.7613 -4.0622 3.8194
C -6.3750 3.6552 -5.9719
O -2.6128 -3.2553 -3.1820
O 2.1567 1.2881 8.1286
H -5.4889 -2.7787 -6.3832
H 2.1188 -0.2905 1.4605
H -6.2505 4.7336 -6.0696
O -11.3327 0.9314 -0.2971
H 4.8402 -3.1791 9.9039
H 11.1257 0.5578 -3.8011
H -2.7144 -1.9050 -4.7451
H 4.1191 6.2620 3.0997
H 4.1919 1.6873 -1.1526
O 9.8828 -0.2969 -5.0995
O 3.4392 -3.6972 7.1997
H -3.8367 -6.3345 3.8713
C -4.5203 -3.1648 -4.7731
C 3.7294 -7.9428 0.4164
H 7.6898 0.5642 5.4661
H 1.6121 1.3257 1.6208
O 8.3353 1.8580 4.0495
C 1.2942 4.9942 -5.3870
H -3.5172 -6.2542 8.8087
H -7.3481 2.2731 -4.6283
O -9.0644 -0.3610 1.3866
C -0.6864 0.9353 0.5712
O -5.1622 2.9799 -6.2331
C 2.0753 6.3332 -5.2465
```

Output
HOMO energy: -0.3417 Eh
ΔE to the lowest compared entry with this formula, charge and spin: 7.346 eV
multiplicity: 1



Molecular formula: C34H81F2N5O8S2
Method: DFT, ωB97M-V/def2-TZVPD

```
132
C34H81F2N5O8S2 | the Open Molecules 2025 dataset | ωB97M-V/def2-TZVPD
H 17.2664 -8.5397 18.1045
H 20.1629 -7.0396 18.8743
H 16.7980 -7.4481 14.3577
C 15.3961 -10.7335 22.3490
H 18.8971 -11.5886 17.9914
C 18.6715 -12.6861 20.4884
H 12.3428 -8.9342 17.6458
S 15.7307 -13.1304 12.4529
H 19.1363 -14.0908 18.1005
O 16.3215 -11.7984 12.2034
H 14.5542 -14.7283 22.7663
C 12.1259 -10.8284 15.4693
H 14.7834 -10.9681 16.5764
H 17.8211 -6.5516 15.3753
N 20.0044 -12.2029 19.7723
H 22.4183 -7.2833 16.6791
H 18.4570 -10.0096 21.3261
H 10.7590 -12.4787 18.9977
H 21.3920 -5.9445 18.7350
H 19.0116 -5.9406 13.2699
H 16.4849 -10.4521 16.7923
C 19.8170 -13.4378 17.5544
H 17.6589 -8.3011 15.7852
C 11.2802 -12.0564 18.1386
H 16.5873 -15.5520 19.6665
H 10.6810 -9.1874 18.2633
H 18.5027 -7.1579 10.8691
H 8.5223 -10.6650 14.9887
H 17.8630 -12.0395 20.1472
H 18.2385 -16.9453 23.8230
H 17.7450 -15.4056 24.4368
H 9.3075 -11.2576 17.5051
H 8.9472 -8.0606 13.3696
H 21.0365 -8.1946 14.3392
H 21.3377 -13.1355 21.2442
H 13.3619 -12.3315 21.4674
C 14.1679 -14.2523 21.8651
H 17.9044 -9.5434 11.3705
H 21.1824 -10.3046 19.8204
H 15.0439 -16.4269 19.8004
H 7.9535 -10.1526 12.2386
H 15.3274 -10.6405 23.4328
F 17.9854 -15.1855 14.6084
C 7.3873 -9.5321 12.9333
H 19.5668 -13.4824 22.3202
H 22.1032 -12.6825 19.6953
O 15.4591 -12.0825 22.0707
S 17.7096 -13.7306 13.7592
H 17.1892 -6.8355 11.7536
O 14.7825 -13.0524 18.1576
C 17.4776 -8.6813 19.1645
O 18.1748 -12.6457 14.6611
H 16.1814 -11.7623 15.8554
H 19.0582 -11.8188 22.5738
C 15.7919 -15.8537 20.3481
H 16.0818 -13.8207 21.1326
H 19.7023 -8.8449 20.7719
H 13.7537 -12.6186 23.1239
H 13.2990 -14.7247 21.4069
C 20.3217 -10.7295 20.3367
N 11.0089 -10.3439 16.4224
H 15.1104 -13.8900 20.0174
H 20.4956 -6.2086 15.8178
H 17.6589 -7.6824 19.5611
C 15.8031 -11.3021 16.7682
C 20.3287 -7.2060 16.2247
C 8.3934 -8.8850 13.8187
C 21.5011 -7.5759 17.1902
H 9.4550 -9.0215 16.4570
C 10.2496 -11.5716 17.0556
H 16.3235 -10.3931 21.8884
H 16.6470 -8.8902 12.4196
C 14.1485 -12.7219 22.1132
H 13.0238 -10.8750 18.7635
H 21.5343 -8.6535 17.3509
F 14.2509 -12.7236 12.9162
H 20.0081 -7.3245 12.4879
H 6.6907 -10.1323 13.5186
H 10.6869 -8.5241 15.2765
C 17.6815 -7.5601 14.9861
C 10.0943 -9.3625 15.6427
H 19.5558 -9.6548 13.0352
C 18.8139 -12.7424 22.0489
C 15.8114 -12.0846 18.0506
O 18.4210 -14.0099 12.4874
H 17.8296 -13.0393 22.4111
N 16.1899 -13.9599 13.8593
C 18.1146 -7.4019 11.8580
H 20.7752 -13.9192 17.3585
O 15.3242 -13.9130 11.3318
C 20.1696 -8.2109 14.9997
H 11.6885 -11.5483 14.7775
H 6.8588 -8.7610 12.3728
C 11.5183 -9.6418 17.7335
H 7.8805 -8.3394 14.6107
C 19.0811 -6.9788 12.9452
O 18.5687 -9.6421 19.2343
H 18.5254 -13.6878 20.0841
C 19.8196 -12.1103 18.2462
H 21.0110 -14.0845 19.7035
N 15.3221 -14.4228 20.8489
C 21.2094 -7.0065 18.5712
H 20.5067 -11.3669 17.8421
C 17.7157 -8.8694 12.2061
C 17.4085 -16.2388 23.8198
H 21.7398 -7.6232 19.2968
H 16.7737 -12.5810 18.1755
C 16.4662 -16.6227 21.5072
H 16.6029 -9.0887 19.6715
H 20.6739 -10.8610 21.3598
H 19.4113 -7.0365 16.7884
H 15.7247 -17.0506 22.1818
C 19.1429 -9.7461 20.5210
H 16.5226 -16.6291 24.3208
H 20.0362 -9.2401 15.3328
C 11.9463 -10.7614 18.6445
H 12.4695 -9.9156 14.9826
O 17.2378 -15.7607 22.4411
C 9.2646 -9.9996 14.5478
H 11.9935 -12.7711 17.7281
H 12.9282 -11.2555 16.0709
H 17.0686 -17.4649 21.1668
H 9.9113 -12.3140 16.3328
H 14.5033 -10.4191 21.8086
H 9.7824 -10.6452 13.8385
C 21.2187 -13.1171 20.1609
H 11.6149 -10.5188 19.6542
H 18.1142 -10.0759 13.9284
N 18.9095 -7.9639 14.1313
H 15.7548 -11.2415 18.7391
H 19.2402 -13.3788 16.6314
C 18.5924 -9.2708 13.3705
```

Output
HOMO energy: -0.4018 Eh
net charge: +2
ΔE to the lowest compared entry with this formula, charge and spin: 0.269 eV
multiplicity: 1



Molecular formula: C17H28NO2OsP2Te
Method: DFT, ωB97M-V/def2-TZVPD

```
52
C17H28NO2OsP2Te | the Open Molecules 2025 dataset | ωB97M-V/def2-TZVPD
C -0.2593 3.2216 -0.1145
H 2.0618 -1.5093 -3.5419
C -0.1575 4.6880 -2.0250
C -2.4959 -4.7663 0.4678
H 2.1790 1.1469 3.2604
C -2.5388 -3.4202 0.0616
H -0.2695 5.6669 -2.4976
C 1.1048 1.1898 -2.8149
C -2.0388 -2.7218 2.3610
C -0.9593 -1.1048 -3.0442
H -1.7947 0.6581 3.1963
H 1.6483 2.8779 3.1291
H -1.8615 -1.9073 3.0665
H -1.6474 2.9943 1.5504
H 0.5611 3.6752 -3.8182
O 3.3516 1.5677 -1.8331
H -1.7985 -4.3231 3.7956
H -0.2777 0.0726 3.9197
H 1.0832 -1.2405 0.7409
Te -2.1358 -0.3718 0.3256
C 0.4661 2.3593 -2.1599
C 1.7862 1.9277 2.5871
H -1.0153 -2.1716 -2.7903
H -2.1722 -6.1179 2.1106
H -0.1140 3.8005 1.9778
H 1.0086 1.1960 -3.9114
H -0.7802 1.7707 4.1543
H 4.0645 1.2865 -2.4493
H -0.8636 5.2831 -0.0576
C -0.7698 0.9316 3.4501
C -2.2120 -5.0765 1.8047
C 0.2972 3.6072 -2.7694
C -0.4563 4.4944 -0.6783
H -2.7438 -3.1328 -0.9752
H -1.9007 -0.6305 -2.7431
H 1.3950 -2.5975 -2.2689
H -2.6805 -5.5556 -0.2606
H -0.8097 -1.0117 -4.1286
P 0.1484 1.3704 1.9614
O 2.6138 0.3612 0.1082
H 2.4680 2.0509 1.7276
C 1.7779 -1.5941 -2.4857
N 0.1502 2.1865 -0.8548
C -2.2838 -2.4172 1.0114
H 2.6248 -1.3804 -1.8232
C -0.5589 3.0061 1.3515
H 3.1050 -0.3943 0.4626
P 0.4454 -0.4147 -2.1159
H 3.1630 0.9265 -0.8867
C -2.0000 -4.0729 2.7511
Os 0.2736 0.0996 0.0799
H 2.3096 1.3085 -2.4473
```

Output
<S²>: 6.05
HOMO energy (alpha / beta): -0.6483 / -0.6524 Eh
net charge: +3
ΔE to the lowest compared entry with this formula, charge and spin: 0.201 eV
multiplicity: 5



Molecular formula: C2H6N2OS
Method: DFT, ωB97M-V/def2-TZVPD

```
12
C2H6N2OS | the Open Molecules 2025 dataset | ωB97M-V/def2-TZVPD
H -1.8315 -2.4478 -0.2329
N -1.4184 -1.5897 0.0559
H 1.7142 2.7032 1.0394
N 0.8033 -0.5581 0.1653
H 2.5223 1.0211 1.0721
O -2.0659 -0.4662 -0.4895
H 0.4560 -2.5590 0.2472
C -0.0072 -1.5642 0.1054
S 0.4091 1.0573 -0.2027
C 1.9041 1.7457 0.4946
H 2.5171 2.0285 -0.3732
H -2.4727 0.0118 0.2581
```

Output
HOMO energy: -0.2843 Eh
SMILES string: CS/N=C\NO
ΔE to the lowest compared entry with this formula, charge and spin: 3.229 eV
multiplicity: 1



Molecular formula: C12H11FeN3O7P2S
Method: DFT, ωB97M-V/def2-TZVPD

```
37
C12H11FeN3O7P2S | the Open Molecules 2025 dataset | ωB97M-V/def2-TZVPD
C 1.1378 -4.0038 -0.8037
H 1.1116 -4.9952 -1.2320
H 1.3446 -0.4753 2.5505
N 1.1774 0.2651 1.8950
C 1.3196 1.7821 3.7683
C 1.1180 -1.4752 0.1875
P -3.1823 -0.4281 -1.6223
H 1.6118 0.9467 4.3948
O -3.4821 1.1349 -1.7389
O -1.9881 -0.2942 -5.4675
O -4.3195 -1.1681 -1.0895
O -1.7970 -0.6059 -0.9853
C 0.7087 2.6356 1.6089
O -2.9160 -0.8388 -3.2146
N 0.8245 -1.6655 -1.1051
H 0.7400 5.1113 3.9160
H 0.5346 -3.0000 -2.6287
C 0.9826 -0.0540 0.5939
O -1.1662 1.0053 -3.4134
N 0.6704 0.7516 -0.3464
C 1.0673 1.5723 2.4262
C 1.4803 -3.8005 0.5170
O -0.4773 -1.3383 -3.6010
C 0.8372 4.1164 3.5040
Fe -0.2066 -0.2054 -1.9549
H 1.7454 -4.6333 1.1545
C 0.5969 3.9037 2.1514
H 1.7377 -2.3450 2.0628
H 0.3188 4.7330 1.5119
P -1.5903 -0.3560 -3.9424
C 1.2004 3.0552 4.3124
S 0.4073 2.4208 -0.1172
H -2.4001 -1.1059 -5.7869
H 1.3921 3.2073 5.3657
H -2.8233 1.5647 -2.3092
C 1.4712 -2.5099 1.0285
C 0.8128 -2.9076 -1.5897
```

Output
HOMO energy (alpha / beta): -0.2999 / -0.2996 Eh
multiplicity: 1



Molecular formula: C39H51AsGaNO3Te
Method: DFT, ωB97M-V/def2-TZVPD

```
97
C39H51AsGaNO3Te | the Open Molecules 2025 dataset | ωB97M-V/def2-TZVPD
C -3.6617 2.2331 1.5128
C 2.7674 -1.1285 3.9288
C -2.1175 4.9722 -0.7138
H 3.4535 -1.8532 3.5122
C -5.7663 5.4109 -1.6994
H 0.4525 1.1361 2.9017
H 3.3248 -1.4718 5.9666
H -6.2386 6.1752 -1.0770
C -0.8114 5.6419 -1.0431
C -3.6262 -1.7295 1.7068
H -4.6896 2.2658 1.8755
H 3.4141 0.9934 -0.2812
H -4.0051 -2.4753 2.4039
C 3.1228 -1.0049 -2.1264
C 4.2676 -0.2790 -1.7943
C -1.0640 -2.4156 3.1109
C -0.9460 3.3682 0.6849
N 0.9674 -0.4830 0.8027
H 6.2474 0.2260 -2.4078
H -1.6397 -4.1587 0.1166
C -1.9407 0.2145 -1.9046
H -0.1608 1.3173 -2.4790
H -3.8442 0.6509 -2.8090
H 0.3237 1.5093 5.3307
H -3.0971 -1.1218 4.7775
H -1.6222 1.7688 -3.3782
H -0.3723 6.1015 -0.1539
H -1.4247 2.2902 -1.6943
Ga -0.7134 0.4867 0.8443
H 1.7698 0.2243 6.8616
H -5.5457 3.4019 0.1189
C -3.2747 5.4419 -1.2959
C 3.0248 -1.6719 -3.3710
H -3.9439 -0.4454 -1.4217
H -2.0775 0.3326 4.7431
H 3.7294 -3.1554 -0.5742
O -0.7528 2.2113 1.3553
H -0.0338 3.9245 0.5085
H 2.1099 -6.8951 0.7251
H 4.0728 -5.4764 0.2010
H 1.4757 -3.1973 -3.1943
C 5.3048 -1.0044 -3.8727
C 2.0367 -0.7324 1.6136
H -3.6490 1.2949 -1.1701
H -4.4033 -0.9933 1.5097
H -0.1613 -6.0412 0.3613
C 0.9974 0.7604 4.9339
H -5.5307 5.8704 -2.6586
H -3.4976 1.2396 1.0783
H 0.9545 -1.7022 -4.0075
C 1.7883 -2.3941 -3.8668
H 5.0746 1.3957 -0.7340
H -0.0814 4.9339 -1.4425
C 4.1262 -1.6587 -4.2126
C -1.2399 1.4756 -2.4005
H -2.9884 2.3510 2.3608
C -0.9423 -3.6317 -0.5347
C 1.0530 0.5300 3.5690
C -3.4427 0.4395 -1.8173
C 5.3464 -0.3163 -2.6722
H -1.2235 -3.8643 -1.5650
C 0.6896 -5.3982 0.1710
H -3.2121 6.2849 -1.9760
C 0.4706 -4.0947 -0.2720
C 3.0710 -5.0864 0.0810
H -3.3429 -2.2058 0.7703
H -0.9656 6.4241 -1.7835
C -2.1642 3.8505 0.1754
H 1.9980 -2.8477 -4.8331
C 2.6943 -0.9066 5.2934
C -4.5787 3.8278 -0.1317
C 1.9714 -5.8848 0.3627
C 6.4869 -1.0425 -4.7971
C -4.5257 4.8785 -1.0422
H -1.7610 -3.1694 3.4742
H -1.0649 -2.5579 -0.3858
H 7.0925 -1.9280 -4.5929
C -2.8167 -0.2465 4.1934
H -6.4962 4.6172 -1.8575
H 4.0619 -2.1771 -5.1624
C 1.5911 -3.2903 -0.5002
Te 1.2795 -1.2563 -1.0594
H 6.1686 -1.0944 -5.8372
H 4.7474 -0.0093 0.2802
H -1.7437 -0.6080 -2.6071
As -2.0759 -0.8706 2.5048
C 4.3800 0.5748 -0.5617
O 3.0460 -1.2642 1.1513
C -3.4527 3.3149 0.4860
H -0.4647 -2.8337 2.3019
H -0.3976 -2.1140 3.9177
C 1.8121 0.0404 5.7962
C 2.8816 -3.7883 -0.3546
H 7.1221 -0.1678 -4.6672
H -3.6969 0.3672 4.0160
C 1.9391 -0.4199 3.0608
O -1.4198 -0.2060 -0.6568
```

Output
<S²>: 0.79
HOMO energy (alpha / beta): -0.3031 / -0.3926 Eh
net charge: +1
ΔE to the lowest compared entry with this formula, charge and spin: 0.000 eV
multiplicity: 2



Look up the multiplicity of the second one.
1